(1)
This record from OMol25 describes a structure of composition C11H21N4 at a distorted geometry. The level of theory is ωB97M-V/def2-TZVPD.

Computed properties:
Kohn-Sham gap (spin up / spin down), eV: 7.22 / 6.76
Relative energy (zero: lowest compared OMol25 entry of this formula, charge and spin), kJ/mol: 279.4
Largest force on an atom, Eh/bohr: 0.1091
Total energy, Eh: -650.3519
Net charge: +1

Geometry as XYZ:
```
36
Properties=species:S:1:pos:R:3:forces:R:3:lowdin_charge:R:1
C 1.05002 -2.36713 -0.42582 -1.0246 -0.7755 -2.0870 -0.056
C 2.41026 -0.36693 -0.22814 -0.8813 -0.8729 0.5618 -0.010
C 0.12037 -1.95039 0.53544 1.1872 0.1687 1.6685 -0.022
C 1.63322 -0.02308 0.85294 -0.7278 -0.4699 -0.8694 -0.039
C 2.06721 -1.57781 -0.95646 0.4746 1.7037 0.8937 -0.276
C 0.46511 -0.76619 1.23177 1.2935 0.1516 -0.1571 -0.361
C 2.88497 -1.97978 -2.14135 0.8187 -1.2232 -1.3853 -0.070
C -0.95890 2.70808 3.00333 -0.4906 1.8884 3.1682 -0.059
C -1.05375 -0.97376 3.17038 -0.0657 0.7636 -1.1353 -0.087
C -1.30707 1.17947 -2.25252 -0.5466 -0.7449 -2.2187 -0.232
C -0.66736 1.74571 2.03528 0.5541 -3.2132 -4.5680 -0.151
N -1.40905 0.28416 -1.07584 -0.7220 2.3063 0.1710 0.101
N -0.58289 1.79973 0.75790 0.9595 1.8966 1.1341 0.074
N 0.00500 -0.31131 2.41305 -1.7948 2.1284 1.5037 0.022
N -1.25729 0.41608 -3.52792 3.2809 2.2482 1.3646 0.035
H 0.90345 -3.30640 -1.01112 -0.1079 0.5791 0.9074 0.129
H 3.29797 0.25334 -0.29315 0.1242 -0.3679 -0.9891 0.117
H -0.58220 -2.61363 1.06023 0.1578 0.0978 -0.9100 0.114
H 1.83431 0.85448 1.45478 0.2837 -0.1999 -0.0159 0.110
H 2.79922 -3.06063 -2.39577 -0.0061 0.3709 0.8083 0.081
H 2.60070 -1.60897 -3.19942 0.5307 0.4708 1.9577 0.109
H 3.96372 -1.82372 -1.85816 -0.9685 0.1434 -0.9058 0.101
H -1.09048 2.23135 4.04837 0.1710 1.0770 -1.6117 0.125
H -0.19318 3.52231 3.02923 -0.0725 -0.7516 0.2470 0.119
H -1.85210 3.30472 2.67620 0.3850 -0.8855 0.4623 0.120
H -1.65886 -1.60508 2.54221 -0.4888 -0.3907 -0.0613 0.066
H -0.63146 -1.52120 3.96940 0.6850 -0.9041 0.7287 0.080
H -1.69140 -0.24531 3.65641 -0.1185 0.2391 -0.0972 0.073
H -2.30543 1.73838 -2.36194 2.0391 -0.0057 0.5880 0.158
H -0.32487 1.69417 -2.13893 -1.1838 0.3572 -0.0303 0.133
H -0.74219 -0.40393 -1.22856 1.5686 -1.9563 0.1673 0.065
H -2.30486 -0.13528 -0.93474 -0.6853 -0.3014 -0.0750 0.138
H -1.06220 0.97690 -0.15397 0.2055 -1.0631 0.1265 0.038
H -0.28971 2.68239 0.23901 -0.8924 -0.6954 1.2796 0.149
H -0.47040 -0.23770 -3.66581 -0.7149 0.5483 0.3783 0.093
H -2.10482 0.00607 -3.52969 -3.2268 -2.3181 -0.9996 0.013
```
Positions in Å, forces in eV/Å.

(2)
This record from OMol25 describes the molecule C11H21N5O5 at a distorted geometry. The level of theory is ωB97M-V/def2-TZVPD.

Computed properties:
Kohn-Sham gap, eV: 9.92
Relative energy (zero: lowest compared OMol25 entry of this formula, charge and spin), kJ/mol: 0.0
Largest force on an atom, Eh/bohr: 0.0357
Total energy, Eh: -1081.8317
Net charge: 0

Geometry as XYZ:
```
42
Properties=species:S:1:pos:R:3:forces:R:3:lowdin_charge:R:1
C 1.49356 -1.19927 0.66988 -0.3503 -0.2584 0.1257 -0.302
C 0.90801 0.21229 0.61653 0.9864 0.5052 0.6129 -0.444
C 3.01280 -1.12288 0.82134 0.5068 0.1308 0.2122 -0.141
C 3.70308 -0.44323 -0.37991 -0.2470 0.2776 0.2754 -0.085
C 5.20479 -0.42432 -0.23543 0.2636 1.1768 -0.2232 -0.514
C -0.61133 1.76758 -0.41506 -0.0771 0.0527 -0.7999 -0.211
C 0.52106 2.76836 -0.70098 -0.5820 -0.2693 0.3452 -0.478
C -1.52760 2.16908 0.74027 -0.7996 0.1016 -0.5353 -0.140
C -2.58697 1.10267 1.04233 -0.2427 0.2613 -0.0935 -0.167
C -3.60153 0.88011 -0.09688 0.2042 -0.0489 0.1610 -0.196
C -3.47864 -1.53179 -0.44986 0.1987 0.3234 -0.1404 -0.560
H 1.34494 -2.93872 -0.38173 0.3310 -0.9839 0.1951 0.063
H 1.36216 -1.64151 -1.34423 -0.2640 -0.1605 0.6091 0.091
H 1.09761 -1.66503 1.58848 0.0711 0.1811 -0.2124 0.155
H 3.24796 -0.54733 1.74304 -0.1388 -0.4061 -0.5495 0.133
H 3.40443 -2.14838 0.93088 -0.1313 0.3533 0.0601 0.118
H 3.33438 0.59095 -0.49531 0.3081 -0.4124 0.0304 0.126
H 3.48498 -0.98775 -1.30369 0.0042 -0.0250 0.0197 0.122
H 6.66356 -1.54611 0.00458 0.9118 0.0954 0.0694 0.112
H -0.55523 -0.33632 -0.64389 -0.5421 -0.5311 -0.4525 0.070
H -1.19070 1.73555 -1.36680 0.2748 0.1473 0.5521 0.166
H -2.00140 3.13227 0.50119 0.0463 -0.2504 -0.0431 0.125
H -0.94516 2.34569 1.61553 0.5609 0.0464 0.6524 0.107
H -2.09297 0.15489 1.22609 0.1452 -0.1950 0.0786 0.098
H -3.11152 1.37347 1.97141 0.0698 -0.0627 -0.2492 0.115
H -3.10912 0.95119 -1.06398 -0.0095 0.1237 -0.0204 0.099
H -4.40309 1.61547 -0.06600 0.0322 0.1552 -0.0207 0.118
H -4.81794 -0.61037 0.70813 -0.3331 -0.0389 0.3589 0.122
H -1.95220 -2.32988 -1.23970 -0.0665 0.5862 0.0828 0.054
H -5.12831 -2.67775 -0.34615 -0.1084 -0.1337 -0.0141 0.083
H -3.69388 -3.57771 -0.61183 -0.7920 1.4926 0.7200 0.119
H 0.97390 4.52401 -0.50072 0.9804 0.9253 -0.2612 0.112
N 1.00824 -2.00933 -0.44811 -0.0294 1.1670 -0.7721 0.053
N -0.04583 0.44714 -0.29252 0.3107 0.3976 0.3826 0.119
N -4.22919 -0.43022 -0.07801 0.4059 -0.2503 -0.2744 0.017
N -2.31179 -1.40239 -0.97291 -0.2400 -0.7341 0.0297 0.119
N -4.13690 -2.72701 -0.17595 0.8450 -1.3757 -0.6833 0.103
O 1.38330 1.09320 1.33649 -0.4301 -0.3608 -0.3131 0.065
O 5.91146 0.56255 -0.29418 -0.5833 -0.9159 0.1046 0.098
O 5.72097 -1.65692 -0.05852 -0.8452 -0.2362 -0.0218 0.104
O 1.51953 2.52612 -1.31214 0.1833 -0.0760 -0.1982 0.125
O 0.23062 4.00164 -0.24165 -0.8280 -0.7753 0.2006 0.127
```
Positions in Å, forces in eV/Å.

(3)
This record from OMol25 describes a structure of composition C11H22BN8O2PtS. The level of theory is ωB97M-V/def2-TZVPD.

Computed properties:
Kohn-Sham gap, eV: 8.06
Relative energy (zero: lowest compared OMol25 entry of this formula, charge and spin), kJ/mol: 119.3
Largest force on an atom, Eh/bohr: 0.0191
Total energy, Eh: -1563.1499
Net charge: +1

Geometry as XYZ:
```
46
Properties=species:S:1:pos:R:3:forces:R:3:lowdin_charge:R:1
Pt 1.29881 -0.19875 1.13497 0.0979 -0.9073 0.3614 0.706
C -4.30269 -1.52363 -0.03611 0.0095 -0.0008 -0.0060 0.011
C -3.51120 -0.56210 0.76388 -0.0746 0.0240 0.0211 -0.318
N -3.97359 0.46757 1.39251 0.0940 -0.0481 0.0000 0.151
N -2.87026 1.03575 1.96162 -0.0288 -0.0052 0.0123 0.050
C -1.73565 0.38799 1.70907 0.0351 0.1549 -0.0114 -0.646
S -0.22034 0.88090 2.32970 -0.1719 0.0318 0.0340 0.692
N -2.13818 -0.65884 0.93301 0.0161 0.0624 -0.0163 -0.071
N -1.30859 -1.64009 0.42524 0.0734 0.0123 0.0571 0.127
H -5.35332 -1.25887 0.04192 -0.0007 0.0006 -0.0045 0.095
H -4.16243 -2.54186 0.32730 -0.0130 -0.0033 0.0062 0.091
H -4.00727 -1.49429 -1.08602 -0.0003 0.0027 -0.0042 0.086
H -2.95850 1.88360 2.49782 0.0066 0.0090 -0.0277 0.168
H -1.47599 -2.53042 0.87524 -0.0351 -0.0031 -0.0413 0.121
H -1.37383 -1.69099 -0.58384 0.0018 -0.0083 0.0379 0.097
C -1.21088 0.04894 -2.87613 -0.0107 -0.0289 0.0129 -0.008
C -0.04882 0.99497 -2.60254 0.0504 -0.0378 -0.0239 -0.460
C 0.71850 1.26195 -3.88151 -0.0311 -0.0285 -0.0318 0.002
O 0.83469 0.30810 -1.67029 0.0572 0.0178 0.0333 0.076
B 0.56568 0.78689 -0.41346 -0.2252 0.3158 0.0197 -0.856
O -0.30110 1.85861 -0.42406 0.0430 -0.1388 -0.2062 0.018
C -0.46695 2.27267 -1.80828 0.0186 0.0398 -0.0074 -0.463
C -1.90805 2.70242 -2.00648 0.0089 0.0369 0.0109 0.003
C 0.46943 3.45091 -2.03151 0.0328 -0.0026 0.0510 -0.002
H -0.81149 -0.92055 -3.17654 -0.0003 0.0178 -0.0083 0.102
H -1.84798 0.42105 -3.67807 -0.0213 0.0128 0.0082 0.101
H -1.83527 -0.07912 -1.98747 0.0184 -0.0032 0.0106 0.064
H 0.95309 0.31747 -4.37203 -0.0073 -0.0063 -0.0007 0.098
H 1.65260 1.78162 -3.68486 -0.0003 0.0145 0.0118 0.091
H 0.11967 1.86263 -4.56796 -0.0037 0.0019 -0.0092 0.102
H -2.60980 1.94181 -1.66764 -0.0002 -0.0172 -0.0087 0.079
H -2.10694 2.91783 -3.05724 0.0028 0.0056 -0.0112 0.102
H -2.09533 3.61110 -1.43483 -0.0008 0.0079 -0.0050 0.098
H 1.51279 3.15787 -1.91381 0.0043 -0.0126 0.0112 0.099
H 0.24882 4.21466 -1.28667 -0.0151 0.0159 -0.0133 0.100
H 0.33868 3.88436 -3.02272 -0.0035 -0.0100 -0.0116 0.099
N 5.31700 -1.83639 3.76135 -0.0198 -0.0147 -0.0241 0.197
C 4.64537 -2.94507 4.10565 0.0591 0.0088 0.0549 -0.482
N 5.15724 -3.74030 5.04859 -0.0043 0.0082 0.0006 0.189
N 3.48734 -3.30725 3.57450 -0.0252 0.0410 -0.0629 0.123
C 2.98790 -2.57727 2.62592 -0.0129 -0.1175 -0.0508 -0.342
N 2.49509 -1.99272 1.75060 0.0757 0.5663 -0.1727 0.030
H 6.20914 -1.60740 4.16135 -0.0002 -0.0112 0.0055 0.121
H 4.95692 -1.23865 3.03672 0.0061 -0.0004 -0.0020 0.110
H 6.02340 -3.54095 5.51399 -0.0055 -0.0005 0.0033 0.120
H 4.64230 -4.56616 5.29909 0.0002 -0.0026 -0.0024 0.125
```
Positions in Å, forces in eV/Å.

(4)
This record from OMol25 describes a structure of composition C11H22Cl4FLi2NO9S at a distorted geometry. The level of theory is ωB97M-V/def2-TZVPD.

Computed properties:
Kohn-Sham gap, eV: 4.57
Largest force on an atom, Eh/bohr: 0.0701
Total energy, Eh: -3517.9120
Net charge: 0

Geometry as XYZ:
```
51
Properties=species:S:1:pos:R:3:forces:R:3:lowdin_charge:R:1
C 4.48823 -0.45608 -1.72996 0.4277 -0.1746 -0.9310 -0.217
C 3.66576 0.75736 -1.37490 -0.4256 -0.3463 0.1205 -0.310
C 2.26925 0.65378 -1.99166 0.7156 0.3898 -0.9663 -0.358
S 1.22565 1.92046 -1.21546 0.3214 0.1892 1.0267 1.184
C -0.49339 1.35617 -1.04620 -0.1542 0.3104 -0.3255 -0.323
C -0.67086 -0.12757 -1.31004 -0.6758 0.2862 0.0596 -0.267
O -2.03940 -0.45301 -1.00809 0.2396 -0.5712 -0.0340 -0.072
C -2.86323 -0.23296 -2.06852 -0.7108 0.1825 -0.3671 -0.324
O -3.24356 0.84896 -2.36950 0.0248 0.8443 -0.0592 0.133
H 3.98152 -1.39802 -1.50964 0.0753 0.5147 -0.5139 -0.039
H 4.82502 -0.46655 -2.76757 -0.2033 0.2412 -0.1968 0.086
H 5.39033 -0.44163 -1.13354 0.1647 -0.0613 0.1296 0.059
H 3.53449 0.80611 -0.29601 0.2266 0.0898 0.2109 0.075
H 4.17207 1.66066 -1.70011 -0.1115 0.2998 0.1050 0.127
H 1.83586 -0.33906 -1.91502 -0.2083 -0.0147 0.4556 0.079
H 2.34034 0.88739 -3.05022 -0.2503 0.0063 -0.1844 0.108
H 1.17907 2.93822 -2.09478 -0.1262 -0.1855 -0.2077 0.055
H -0.79656 1.56926 -0.02678 0.2464 0.0350 0.2551 0.099
H -1.12051 1.98164 -1.67075 -0.0666 -0.0979 -0.3271 0.096
H -0.08788 -0.73955 -0.64080 0.3037 -0.0860 -0.0110 0.031
H -0.47430 -0.39665 -2.34370 0.2880 -0.0563 -0.1003 0.126
H -3.22225 -1.08760 -2.64937 0.3356 -0.6107 0.3924 0.159
Cl 0.47593 -3.19272 -1.36926 -0.8383 0.0129 -0.1544 0.553
C -0.07703 -4.07420 0.08101 -0.3449 -0.9357 0.6925 -0.784
C -0.73923 -3.21521 1.09257 -0.3590 -0.3741 -0.6283 -0.526
Cl 0.59454 -2.05931 1.63820 -0.4023 0.3846 0.9503 0.464
H 0.90736 -4.54591 0.60145 -2.4664 0.7560 -1.6025 -0.146
H -0.72335 -4.88713 -0.25020 -0.1614 0.1386 0.0272 0.084
H -1.06553 -3.85969 1.90700 0.2778 0.3138 0.3892 0.094
H -1.58820 -2.59967 0.79794 0.3179 0.3212 -0.0730 0.063
C -4.35692 -0.31949 1.46106 0.3385 0.2664 -0.0902 -0.063
C -5.69832 -0.07089 2.10966 -0.2458 -0.3312 -0.2929 -0.309
O -5.89094 -1.25475 2.86633 0.4020 0.3351 0.1345 0.140
C -4.65179 -1.71936 3.19971 -0.1187 -0.1495 0.0341 -0.548
O -4.43536 -2.52580 4.03281 0.0713 -0.2198 0.0955 0.193
O -3.69298 -1.12086 2.44236 -0.1890 0.1172 -0.1097 0.057
F -6.68496 0.03287 1.18943 -0.0156 -0.0024 0.0701 0.083
H -4.44362 -0.88351 0.53195 -0.2451 -0.0053 0.0143 0.136
H -3.80626 0.59715 1.26767 0.1453 -0.0508 0.1378 0.137
H -5.72948 0.79577 2.77160 -0.1016 0.0350 -0.0453 0.177
O 0.68207 4.60581 1.13806 -0.0062 0.4401 0.1640 -0.026
H -0.22095 4.82564 1.38580 -0.0118 -0.0198 -0.0253 0.039
H 0.66438 3.73684 0.75281 -0.0248 -0.4216 -0.0529 -0.040
Cl 4.06743 -2.08519 0.49578 0.4969 0.3196 2.0445 -0.184
Li 2.93443 -0.99734 1.76966 0.0037 0.5559 0.0776 0.496
N 3.74452 5.84540 0.41801 -0.2398 -0.1552 0.1447 -0.659
O 3.31198 6.92289 0.85118 0.1186 -0.0303 -0.1180 -0.070
O 3.64136 5.56943 -0.80788 -0.0810 -0.1782 -0.0162 -0.138
O 4.26548 5.01437 1.19719 -0.0302 -0.0596 -0.1619 -0.112
Li 2.50696 -3.81060 2.13948 0.5344 0.0708 -0.4622 0.545
Cl 2.54269 -4.43043 0.12974 2.7387 -2.3186 0.3254 -0.162
```
Positions in Å, forces in eV/Å.

(5)
This record from OMol25 describes a structure of composition C11H22I2O5W at a distorted geometry. The level of theory is ωB97M-V/def2-TZVPD.

Computed properties:
Kohn-Sham gap, eV: 6.79
Largest force on an atom, Eh/bohr: 0.0245
Total energy, Eh: -1469.2583
Net charge: +4

Geometry as XYZ:
```
41
Properties=species:S:1:pos:R:3:forces:R:3:lowdin_charge:R:1
W -0.00051 -0.60064 0.21568 0.3768 -1.1684 0.2865 1.373
C -1.83208 1.00018 2.05859 -0.1714 0.0053 0.0423 -0.059
C -1.74653 1.95612 0.89625 0.0595 -0.0677 -0.0823 -0.045
O -1.17789 1.17698 -0.21924 -0.1141 0.4221 -0.0424 -0.293
C -1.83840 1.25436 -1.53245 0.0497 -0.0465 0.0808 -0.050
C -2.24332 -0.15736 -1.85746 -0.1420 0.0076 -0.0039 -0.042
O -1.07018 -1.01396 -1.54879 0.2207 0.2788 0.2823 -0.401
C -0.27183 -1.54120 -2.67875 0.0599 0.0196 -0.0560 -0.045
C 0.91107 -0.62258 -2.82085 -0.0129 0.0992 0.0045 -0.033
O 1.28887 -0.33360 -1.41748 -0.2560 -0.1378 -0.0692 -0.348
C 2.67385 0.11042 -1.16363 -0.0117 0.0136 0.0260 -0.057
C 2.57127 1.15389 -0.08628 -0.0562 -0.0416 0.0469 -0.046
O 1.61574 0.61618 0.90339 0.0019 0.1781 0.2152 -0.347
C 1.47180 1.44267 2.11455 -0.0011 0.0321 -0.1339 -0.054
C 0.51014 0.66474 2.96826 0.0847 0.0611 0.0282 -0.042
O -0.57990 0.20787 2.06866 0.0701 -0.0243 -0.5289 -0.387
H -2.63632 0.27420 1.94914 0.0281 -0.0092 -0.0014 0.126
H -1.93814 1.50374 3.01851 0.0167 0.0092 -0.0017 0.170
H -1.08803 2.80491 1.07115 -0.0011 0.0030 0.0080 0.153
H -2.73426 2.32429 0.62051 -0.0118 -0.0021 0.0260 0.167
H -1.11528 1.67088 -2.23189 -0.0021 0.0034 -0.0068 0.153
H -2.69817 1.92077 -1.47624 -0.0118 -0.0107 -0.0088 0.168
H -2.51177 -0.29556 -2.90385 0.0135 0.0012 -0.0034 0.170
H -3.05348 -0.52343 -1.22755 0.0223 -0.0087 0.0030 0.147
H -0.89566 -1.58502 -3.57016 -0.0096 0.0031 0.0062 0.172
H 0.01465 -2.55154 -2.38975 -0.0089 -0.0037 0.0010 0.152
H 0.69370 0.32640 -3.30937 -0.0016 -0.0060 -0.0221 0.160
H 1.74899 -1.11809 -3.31207 0.0006 -0.0029 0.0073 0.174
H 3.08329 0.53314 -2.08126 -0.0051 -0.0021 -0.0037 0.174
H 3.25530 -0.76564 -0.87539 -0.0183 -0.0087 0.0031 0.142
H 2.17112 2.10070 -0.45117 0.0048 -0.0020 -0.0098 0.165
H 3.53043 1.31349 0.40756 0.0022 0.0067 -0.0023 0.175
H 1.11140 2.42841 1.81968 -0.0027 0.0135 0.0284 0.154
H 2.44905 1.53115 2.59135 -0.0054 -0.0026 0.0109 0.176
H 0.07965 1.25649 3.77441 -0.0160 -0.0055 -0.0060 0.171
H 0.95026 -0.24163 3.37998 -0.0077 -0.0091 -0.0032 0.145
I 1.57488 -2.75018 1.06178 -0.2595 0.3072 -0.0827 1.237
C -0.15032 -3.90994 1.56517 -0.0565 0.0114 -0.0392 -0.874
I -1.80000 -2.63717 1.09444 0.1373 0.1477 -0.0320 1.253
H -0.13907 -4.12319 2.63146 0.0164 -0.0308 0.0042 0.025
H -0.18436 -4.80127 0.94307 0.0184 -0.0336 0.0290 0.023
```
Positions in Å, forces in eV/Å.